[1]
Formula: C19H48NO4S4
Source: the OMol25 dataset
Level of theory: ωB97M-V with the def2-TZVPD basis set

```
76
C19H48NO4S4 ωB97M-V with the def2-TZVPD basis set
C 0.02 2.85 -0.11
C -0.37 3.24 -1.59
C -1.90 3.46 -1.84
C -2.83 2.37 -1.21
C -2.74 0.95 -1.88
C -2.56 0.95 -3.43
C -1.17 0.30 -3.78
C -1.17 -1.23 -3.38
C -0.05 -1.97 -4.20
N -0.26 -1.84 -5.69
C -1.27 -0.82 -6.05
C -0.88 0.52 -5.34
H 0.90 3.48 0.17
H -0.79 3.00 0.63
H 0.40 1.81 -0.13
H 0.11 4.23 -1.79
H 0.10 2.55 -2.32
H -2.05 3.62 -2.92
H -2.17 4.42 -1.34
H -3.88 2.74 -1.26
H -2.59 2.23 -0.14
H -1.99 0.34 -1.34
H -3.72 0.45 -1.67
H -2.73 1.93 -3.92
H -3.33 0.26 -3.86
H -0.32 0.75 -3.24
H -0.82 -1.26 -2.33
H -2.16 -1.71 -3.50
H 0.95 -1.56 -3.95
H -0.01 -3.06 -3.95
H 0.62 -1.54 -6.11
H -0.51 -2.76 -6.05
H -2.31 -1.12 -5.82
H -1.25 -0.64 -7.15
H 0.20 0.76 -5.43
H -1.54 1.34 -5.68
C 0.06 0.46 4.64
S -0.01 1.45 3.13
O 0.78 0.73 2.09
C 1.02 2.79 3.75
H -0.50 -0.46 4.47
H 1.09 0.22 4.88
H -0.41 1.01 5.46
H 1.99 2.41 4.05
H 0.53 3.27 4.60
H 1.14 3.52 2.95
C 2.59 -3.19 6.35
S 3.58 -1.80 6.93
O 2.86 -0.55 6.54
C 4.93 -2.02 5.75
H 1.67 -3.21 6.92
H 2.35 -3.06 5.29
H 3.14 -4.11 6.50
H 4.55 -1.97 4.73
H 5.41 -2.99 5.92
H 5.66 -1.23 5.91
C 3.20 0.92 -1.72
S 3.85 1.28 -3.37
O 2.76 0.97 -4.35
C 5.03 -0.08 -3.42
H 2.42 1.63 -1.50
H 2.80 -0.10 -1.70
H 4.00 1.02 -0.99
H 4.50 -1.03 -3.29
H 5.77 0.05 -2.63
H 5.52 -0.07 -4.39
C -4.93 -3.13 4.26
S -3.12 -3.10 4.29
O -2.71 -2.46 5.57
C -2.94 -1.87 2.99
H -5.27 -3.82 5.04
H -5.32 -2.14 4.47
H -5.27 -3.48 3.29
H -3.45 -0.95 3.27
H -3.34 -2.25 2.06
H -1.87 -1.66 2.87
```

Computed properties:
Maximum force: 2.7 eV/Å
Molecular weight: 482.9 g mol⁻¹
Charge: +1
HOMO-LUMO gap: 7.532 eV

Results of the Mulliken charge analysis, in e, for atoms 1 through 6:
1 C -1.17
2 C -0.05
3 C -0.95
4 C -0.67
5 C -0.63
6 C -1.08

=====

[2]
Formula: C36H43GeNO6PRuS
Source: the OMol25 dataset
Level of theory: ωB97M-V with the def2-TZVPD basis set

```
90
C36H43GeNO6PRuS ωB97M-V with the def2-TZVPD basis set
Ru 0.29 -0.45 0.28
C -1.80 0.12 1.40
C -1.07 1.09 2.12
C -1.06 2.40 1.69
C -1.75 2.77 0.54
C -2.45 1.83 -0.19
C -2.48 0.50 0.24
H -1.92 -0.87 1.80
H -0.54 0.79 3.01
H -0.49 3.14 2.24
H -1.72 3.80 0.20
H -2.94 2.11 -1.11
H -3.02 -0.24 -0.33
S 0.34 -2.27 -3.76
C -0.06 -1.84 -2.29
N -0.37 -1.55 -1.18
O 0.05 2.00 -2.81
C 0.84 1.63 -1.97
O 0.38 1.17 -0.78
C 2.34 1.74 -2.10
C 3.07 0.39 -1.98
Ge 4.69 0.43 -0.88
C 4.50 1.28 0.88
C 3.29 1.71 1.42
C 3.24 2.35 2.65
C 4.41 2.57 3.37
C 5.62 2.15 2.85
C 5.66 1.52 1.61
C 6.01 1.52 -1.83
C 6.32 2.83 -1.46
C 7.20 3.60 -2.21
C 7.79 3.07 -3.35
C 7.50 1.77 -3.74
C 6.62 1.01 -2.98
C 5.36 -1.40 -0.69
C 5.84 -1.90 0.52
C 6.33 -3.19 0.62
C 6.36 -4.01 -0.50
C 5.88 -3.54 -1.71
C 5.38 -2.24 -1.80
H 2.67 2.45 -1.33
H 2.54 2.22 -3.06
H 3.34 0.03 -2.97
H 2.41 -0.38 -1.56
H 2.36 1.56 0.88
H 2.29 2.68 3.05
H 4.37 3.07 4.33
H 6.54 2.32 3.40
H 6.62 1.22 1.21
H 5.87 3.26 -0.57
H 7.42 4.61 -1.91
H 8.48 3.67 -3.94
H 7.96 1.35 -4.62
H 6.41 -0.01 -3.29
H 5.81 -1.28 1.41
H 6.69 -3.56 1.57
H 6.75 -5.02 -0.43
H 5.89 -4.17 -2.59
H 5.00 -1.90 -2.76
C 2.54 -5.82 1.21
C 1.79 -4.60 0.72
C 2.16 -4.26 -0.71
C 0.29 -4.74 0.91
O 2.29 -3.52 1.61
P 1.95 -2.00 1.64
O 2.22 -1.24 0.34
O 0.45 -1.71 1.89
O 2.88 -1.46 2.77
C 3.04 -1.93 4.15
C 4.02 -3.09 4.16
C 3.63 -0.72 4.87
C 1.69 -2.31 4.73
H 2.27 -6.68 0.60
H 2.30 -6.04 2.25
H 3.62 -5.66 1.12
H 1.88 -5.09 -1.36
H 3.23 -4.10 -0.80
H 1.64 -3.37 -1.06
H -0.06 -5.59 0.33
H -0.23 -3.85 0.58
H 0.06 -4.92 1.96
H 4.93 -2.82 3.64
H 3.60 -3.97 3.68
H 4.26 -3.34 5.20
H 4.56 -0.42 4.39
H 3.83 -0.97 5.91
H 2.94 0.12 4.83
H 1.26 -3.16 4.20
H 0.99 -1.48 4.67
H 1.82 -2.59 5.78
```

Computed properties:
Maximum force: 0.7 eV/Å
2S+1: 2
Molecular weight: 822.5 g mol⁻¹
Charge: 0
HOMO-LUMO gap (alpha / beta): 7.148 / 7.116 eV
Energy above the lowest of the compared OMol25 structures with the same formula, charge and spin: 8.74 kcal/mol

Results of the Mulliken charge analysis, in e, for atoms 1 through 6:
1 Ru -0.12
2 C -0.88
3 C -0.08
4 C -0.44
5 C -0.39
6 C -0.58

=====

[3]
Formula: C35H51ClF3N3O12
Source: the OMol25 dataset
Level of theory: ωB97M-V with the def2-TZVPD basis set

```
105
C35H51ClF3N3O12 ωB97M-V with the def2-TZVPD basis set
C 4.71 3.92 1.15
C 3.27 3.85 0.63
C 2.55 2.62 1.18
Cl 3.30 1.10 0.53
C 1.04 2.55 1.00
C 0.46 2.56 -0.27
C 1.31 2.66 -1.52
C 1.36 4.08 -2.13
O 0.83 5.04 -1.22
C -0.93 2.44 -0.43
C -1.53 2.45 -1.81
C -1.68 1.04 -2.30
O -0.88 0.18 -2.12
F -2.81 0.80 -2.98
C -1.71 2.31 0.70
C -1.14 2.31 1.97
C 0.23 2.43 2.15
C 0.80 2.47 3.55
C 1.08 1.10 4.16
C 0.76 0.92 5.62
N 1.60 0.13 3.53
C -2.08 2.15 3.12
O -1.81 1.53 4.12
C -3.44 2.78 2.95
C -4.20 3.41 4.09
N -3.54 3.37 5.38
C -3.96 2.76 1.72
N -5.25 3.33 1.44
C -6.07 2.62 0.54
O -6.59 3.05 -0.43
F -6.26 1.38 1.01
C -5.25 4.73 1.19
O -6.16 5.45 1.35
F -4.04 5.15 0.77
C -3.18 2.17 0.60
O -3.73 1.61 -0.32
H 5.13 4.90 0.94
H 4.73 3.75 2.22
H 5.31 3.15 0.67
H 2.71 4.71 0.99
H 3.30 3.83 -0.45
H 2.78 2.59 2.24
H 0.92 1.98 -2.27
H 2.32 2.31 -1.31
H 2.41 4.33 -2.34
H 0.82 4.12 -3.08
H 1.24 5.89 -1.41
H -2.51 2.92 -1.81
H -0.91 3.01 -2.50
H 1.69 3.08 3.59
H 0.07 2.97 4.19
H 0.42 1.84 6.09
H -0.01 0.16 5.72
H 1.65 0.56 6.14
H 1.77 0.35 2.55
H -5.17 2.91 4.18
H -4.40 4.44 3.78
H -4.02 3.95 6.05
H -2.57 3.62 5.34
C 0.29 -5.68 -3.60
O -1.08 -5.80 -3.27
C -1.36 -5.95 -1.89
C -2.47 -5.04 -1.41
O -2.15 -3.66 -1.41
C -2.02 -2.96 -2.64
C -3.29 -2.74 -3.42
O -3.85 -3.94 -3.92
C -5.23 -4.10 -3.68
H 0.75 -6.66 -3.75
H 0.36 -5.11 -4.52
H 0.84 -5.14 -2.82
H -0.47 -5.78 -1.29
H -1.70 -6.99 -1.72
H -2.64 -5.29 -0.36
H -3.40 -5.24 -1.94
H -1.26 -3.42 -3.27
H -1.62 -1.99 -2.35
H -3.04 -2.09 -4.27
H -4.02 -2.20 -2.79
H -5.51 -3.73 -2.69
H -5.45 -5.17 -3.71
H -5.83 -3.60 -4.44
C 1.22 -2.36 -1.84
O 2.61 -2.62 -1.97
C 3.41 -1.47 -2.15
C 4.60 -1.44 -1.21
O 4.29 -1.25 0.16
C 3.63 -2.27 0.88
C 4.45 -3.51 1.17
O 4.76 -4.25 0.01
C 6.11 -4.62 -0.14
H 0.74 -2.34 -2.82
H 0.78 -3.16 -1.25
H 1.04 -1.42 -1.32
H 2.83 -0.56 -2.02
H 3.80 -1.48 -3.18
H 5.19 -0.56 -1.48
H 5.25 -2.31 -1.37
H 2.67 -2.53 0.43
H 3.41 -1.82 1.85
H 3.86 -4.14 1.84
H 5.37 -3.22 1.70
H 6.78 -3.83 0.21
H 6.29 -4.80 -1.20
H 6.33 -5.55 0.41
```

Computed properties:
Maximum force: 0.9 eV/Å
Molecular weight: 798.2 g mol⁻¹
Charge: 0
HOMO-LUMO gap: 7.199 eV
SMILES: [H]/N=C(/C)Cc1c2c(c(CC(=O)F)c(CCO)c1[C@@H](Cl)CC)C(=O)C(N(C(=O)F)C(=O)F)=C(CN)C2=O.COCCOCCOC.COCCOCCOC

Results of the Mulliken charge analysis, in e, for atoms 1 through 6:
1 C -1.46
2 C 0.06
3 C -1.01
4 Cl 0.25
5 C 0.36
6 C 0.74

=====

[4]
Formula: C16H48AsF6N4O4
Source: the OMol25 dataset
Level of theory: ωB97M-V with the def2-TZVPD basis set

```
79
C16H48AsF6N4O4 ωB97M-V with the def2-TZVPD basis set
C 0.96 -2.81 -2.23
C 1.10 -4.41 -2.30
C -0.11 -4.85 -3.01
O 0.07 -6.22 -3.17
C -0.96 -6.87 -3.94
N 2.36 -4.77 -3.10
H 3.21 -4.35 -2.72
H 2.38 -5.77 -3.18
H 2.28 -4.40 -4.04
H 0.96 -2.35 -3.22
H 1.86 -2.30 -1.90
H 0.12 -2.35 -1.72
H 1.10 -4.76 -1.27
H -0.22 -4.33 -3.96
H -0.96 -4.62 -2.38
H -0.89 -7.94 -3.78
H -0.91 -6.66 -5.01
H -2.00 -6.56 -3.89
C -1.18 5.66 0.99
C -1.35 4.63 2.06
C -1.56 5.13 3.48
O -1.09 4.11 4.43
C -0.86 4.39 5.80
N -2.49 3.67 1.67
H -3.27 4.27 1.44
H -2.31 2.98 0.95
H -2.64 2.99 2.40
H -0.38 6.34 1.26
H -2.06 6.29 0.92
H -0.94 5.03 0.13
H -0.42 4.07 2.12
H -2.57 5.39 3.81
H -0.88 5.95 3.71
H -1.64 5.04 6.22
H 0.06 4.95 5.96
H -0.94 3.49 6.40
C 3.08 -0.84 2.57
C 4.15 0.19 2.20
C 3.87 1.49 2.92
O 3.98 1.31 4.33
C 2.85 1.72 4.99
N 5.64 -0.31 2.55
H 5.92 -0.33 3.52
H 5.86 -1.19 2.10
H 6.43 0.21 2.20
H 3.43 -1.26 3.51
H 2.80 -1.49 1.74
H 2.11 -0.42 2.85
H 4.24 0.40 1.13
H 2.99 2.04 2.60
H 4.56 2.29 2.65
H 2.64 2.74 4.65
H 2.94 1.57 6.06
H 1.97 1.12 4.75
C -5.37 -1.02 -2.49
C -3.88 -1.26 -2.28
C -3.18 -1.79 -3.57
O -1.69 -1.75 -3.58
C -1.16 -1.01 -4.60
N -3.03 -0.11 -1.78
H -2.04 -0.29 -1.77
H -3.24 0.66 -2.40
H -3.31 0.20 -0.86
H -6.07 -1.82 -2.75
H -5.66 -0.47 -3.39
H -5.82 -0.46 -1.67
H -3.77 -1.98 -1.48
H -3.54 -1.49 -4.56
H -3.43 -2.85 -3.52
H -0.07 -0.93 -4.58
H -1.69 -0.06 -4.69
H -1.37 -1.58 -5.50
As 0.70 1.51 -0.12
F 0.18 1.49 1.55
F -0.38 0.12 -0.49
F 1.28 1.66 -1.79
F 1.74 2.91 0.35
F 2.08 0.33 0.23
F -0.56 2.67 -0.51
```

Computed properties:
Maximum force: 4.2 eV/Å
Molecular weight: 549.5 g mol⁻¹
Charge: +3
HOMO-LUMO gap: 8.856 eV

Results of the Mulliken charge analysis, in e, for atoms 1 through 6:
1 C -1.30
2 C 0.17
3 C -0.58
4 O -0.40
5 C -0.88
6 N -0.21

=====

[5]
Formula: C33H34F12N5O7PPd
Source: the OMol25 dataset
Level of theory: ωB97M-V with the def2-TZVPD basis set

```
93
C33H34F12N5O7PPd ωB97M-V with the def2-TZVPD basis set
Pd 0.28 0.82 0.33
C -6.31 1.65 2.10
C -4.81 1.58 2.10
C -4.09 1.14 3.21
C -2.72 1.05 3.16
C -1.98 1.39 2.02
N -0.63 1.18 2.01
C 0.23 1.43 3.05
C -0.04 2.48 3.94
C 0.81 2.81 4.98
C 1.98 2.09 5.18
C 2.95 2.45 6.27
C 2.26 1.05 4.31
C 1.43 0.69 3.24
C 1.69 -0.62 2.46
O 0.96 -0.83 1.33
C 3.20 -0.90 2.06
F 4.15 -0.43 2.90
F 3.41 -2.25 2.00
F 3.47 -0.43 0.86
C 1.27 -1.74 3.48
F 0.08 -1.46 4.04
F 2.16 -1.88 4.49
F 1.14 -2.96 2.93
C -2.69 1.88 0.89
C -4.08 1.95 0.97
C -1.96 2.54 -0.32
O -0.61 2.44 -0.40
C -2.54 2.09 -1.73
F -2.53 3.12 -2.61
F -1.81 1.13 -2.27
F -3.83 1.65 -1.73
C -2.22 4.07 -0.16
F -1.47 4.82 -0.97
F -3.52 4.43 -0.41
F -1.95 4.47 1.09
H -6.70 1.64 3.12
H -6.76 0.81 1.56
H -6.67 2.57 1.61
H -4.62 0.85 4.11
H -2.17 0.67 4.02
H -0.94 3.06 3.77
H 0.56 3.64 5.63
H 2.48 3.09 7.02
H 3.82 2.99 5.88
H 3.33 1.56 6.78
H 3.15 0.47 4.50
H -4.63 2.35 0.14
C 0.26 -2.98 -1.99
N -0.54 -3.48 -0.88
C 0.29 -4.00 0.20
P -1.91 -2.58 -0.58
O -1.76 -1.12 -0.56
N -2.50 -3.18 0.86
C -2.11 -2.41 2.05
C -3.81 -3.79 0.97
N -2.93 -3.06 -1.80
C -3.93 -2.14 -2.31
C -2.96 -4.38 -2.39
H 0.87 -3.80 -2.40
H 0.94 -2.18 -1.67
H -0.38 -2.60 -2.78
H 0.83 -4.88 -0.16
H -0.34 -4.30 1.04
H 1.00 -3.25 0.56
H -1.18 -1.87 1.86
H -1.96 -3.09 2.89
H -2.87 -1.67 2.31
H -4.06 -4.34 0.07
H -4.59 -3.05 1.16
H -3.81 -4.50 1.81
H -3.81 -1.17 -1.82
H -4.94 -2.52 -2.13
H -3.80 -1.99 -3.39
H -2.18 -5.00 -1.95
H -2.80 -4.32 -3.47
H -3.93 -4.87 -2.22
O 4.19 2.69 -1.39
C 3.10 2.12 -1.17
O 2.51 1.94 -0.09
C 2.40 1.59 -2.44
C 1.39 0.64 -2.42
C 0.79 0.19 -3.58
C 1.22 0.70 -4.79
C 2.22 1.65 -4.86
C 2.81 2.08 -3.68
N 0.60 0.22 -6.03
O 0.97 0.71 -7.08
O -0.24 -0.65 -5.95
H 1.03 0.19 -1.49
H -0.02 -0.53 -3.55
H 2.53 2.04 -5.82
H 3.61 2.80 -3.68
```

Computed properties:
Maximum force: 0.6 eV/Å
Molecular weight: 978.0 g mol⁻¹
Charge: -2
HOMO-LUMO gap: 5.844 eV
Energy above the lowest of the compared OMol25 structures with the same formula, charge and spin: 1.99 kcal/mol

Results of the Mulliken charge analysis, in e, for atoms 1 through 6:
1 Pd 0.08
2 C -1.61
3 C 0.16
4 C -0.95
5 C 0.18
6 C 0.64

=====

[6]
Formula: C8H17N2O4Tl
Source: the OMol25 dataset
Level of theory: ωB97M-V with the def2-TZVPD basis set

```
32
C8H17N2O4Tl ωB97M-V with the def2-TZVPD basis set
Tl -3.08 -0.96 -0.68
C -0.68 2.91 -2.82
C -1.27 1.76 -2.11
O -1.29 0.57 -2.52
O -1.84 1.78 -0.99
H -0.76 3.83 -2.24
H -1.27 3.05 -3.73
H 0.37 2.69 -3.04
C -0.56 -1.41 2.92
C -0.83 -0.05 2.35
O -1.63 0.09 1.41
N -0.14 0.97 2.82
C -0.30 2.37 2.46
H -0.39 -1.33 4.00
H 0.31 -1.85 2.43
H -1.41 -2.06 2.73
H 0.43 0.79 3.63
H 0.13 2.98 3.25
H -1.33 2.66 2.29
H 0.27 2.59 1.55
C 1.47 -0.14 -0.20
C 0.81 -1.32 -0.84
O -0.42 -1.52 -0.68
N 1.56 -2.12 -1.60
C 1.17 -3.43 -2.06
H 1.80 -0.38 0.81
H 0.77 0.69 -0.16
H 2.34 0.16 -0.78
H 2.54 -1.90 -1.68
H 1.39 -3.58 -3.12
H 0.12 -3.63 -1.89
H 1.74 -4.18 -1.51
```

Computed properties:
Maximum force: 1.2 eV/Å
Molecular weight: 409.6 g mol⁻¹
Charge: +2
HOMO-LUMO gap: 3.706 eV
Energy above the lowest of the compared OMol25 structures with the same formula, charge and spin: 0.00 kcal/mol

Results of the natural (NBO) charge analysis, in e, for atoms 1 through 6:
1 Tl 0.97
2 C -0.75
3 C 0.78
4 O -0.30
5 O -0.26
6 H 0.29

=====

[7]
Formula: C3H4OS
Source: the OMol25 dataset
Level of theory: ωB97M-V with the def2-TZVPD basis set

```
9
C3H4OS ωB97M-V with the def2-TZVPD basis set
C 0.83 0.52 -0.19
C 0.55 -0.86 -0.63
C -0.47 0.04 -0.04
O 1.53 1.40 0.03
S -2.14 0.53 -0.03
H 0.54 -1.25 -1.72
H 0.87 -1.75 -0.16
H 0.08 -0.11 1.94
H -1.78 1.47 0.80
```

Computed properties:
Maximum force: 5.5 eV/Å
Molecular weight: 88.1 g mol⁻¹
Charge: 0
HOMO-LUMO gap (alpha / beta): 7.894 / 7.648 eV
Energy above the lowest of the compared OMol25 structures with the same formula, charge and spin: 135.31 kcal/mol

Results of the natural (NBO) charge analysis, in e, for atoms 1 through 6:
1 C 0.52
2 C -0.56
3 C -0.25
4 O -0.48
5 S 0.13
6 H 0.24

=====

Copy entry 2 word for word.
Formula: C36H43GeNO6PRuS
Source: the OMol25 dataset
Level of theory: ωB97M-V with the def2-TZVPD basis set

```
90
C36H43GeNO6PRuS ωB97M-V with the def2-TZVPD basis set
Ru 0.29 -0.45 0.28
C -1.80 0.12 1.40
C -1.07 1.09 2.12
C -1.06 2.40 1.69
C -1.75 2.77 0.54
C -2.45 1.83 -0.19
C -2.48 0.50 0.24
H -1.92 -0.87 1.80
H -0.54 0.79 3.01
H -0.49 3.14 2.24
H -1.72 3.80 0.20
H -2.94 2.11 -1.11
H -3.02 -0.24 -0.33
S 0.34 -2.27 -3.76
C -0.06 -1.84 -2.29
N -0.37 -1.55 -1.18
O 0.05 2.00 -2.81
C 0.84 1.63 -1.97
O 0.38 1.17 -0.78
C 2.34 1.74 -2.10
C 3.07 0.39 -1.98
Ge 4.69 0.43 -0.88
C 4.50 1.28 0.88
C 3.29 1.71 1.42
C 3.24 2.35 2.65
C 4.41 2.57 3.37
C 5.62 2.15 2.85
C 5.66 1.52 1.61
C 6.01 1.52 -1.83
C 6.32 2.83 -1.46
C 7.20 3.60 -2.21
C 7.79 3.07 -3.35
C 7.50 1.77 -3.74
C 6.62 1.01 -2.98
C 5.36 -1.40 -0.69
C 5.84 -1.90 0.52
C 6.33 -3.19 0.62
C 6.36 -4.01 -0.50
C 5.88 -3.54 -1.71
C 5.38 -2.24 -1.80
H 2.67 2.45 -1.33
H 2.54 2.22 -3.06
H 3.34 0.03 -2.97
H 2.41 -0.38 -1.56
H 2.36 1.56 0.88
H 2.29 2.68 3.05
H 4.37 3.07 4.33
H 6.54 2.32 3.40
H 6.62 1.22 1.21
H 5.87 3.26 -0.57
H 7.42 4.61 -1.91
H 8.48 3.67 -3.94
H 7.96 1.35 -4.62
H 6.41 -0.01 -3.29
H 5.81 -1.28 1.41
H 6.69 -3.56 1.57
H 6.75 -5.02 -0.43
H 5.89 -4.17 -2.59
H 5.00 -1.90 -2.76
C 2.54 -5.82 1.21
C 1.79 -4.60 0.72
C 2.16 -4.26 -0.71
C 0.29 -4.74 0.91
O 2.29 -3.52 1.61
P 1.95 -2.00 1.64
O 2.22 -1.24 0.34
O 0.45 -1.71 1.89
O 2.88 -1.46 2.77
C 3.04 -1.93 4.15
C 4.02 -3.09 4.16
C 3.63 -0.72 4.87
C 1.69 -2.31 4.73
H 2.27 -6.68 0.60
H 2.30 -6.04 2.25
H 3.62 -5.66 1.12
H 1.88 -5.09 -1.36
H 3.23 -4.10 -0.80
H 1.64 -3.37 -1.06
H -0.06 -5.59 0.33
H -0.23 -3.85 0.58
H 0.06 -4.92 1.96
H 4.93 -2.82 3.64
H 3.60 -3.97 3.68
H 4.26 -3.34 5.20
H 4.56 -0.42 4.39
H 3.83 -0.97 5.91
H 2.94 0.12 4.83
H 1.26 -3.16 4.20
H 0.99 -1.48 4.67
H 1.82 -2.59 5.78
```

Computed properties:
Maximum force: 0.7 eV/Å
2S+1: 2
Molecular weight: 822.5 g mol⁻¹
Charge: 0
HOMO-LUMO gap (alpha / beta): 7.148 / 7.116 eV
Energy above the lowest of the compared OMol25 structures with the same formula, charge and spin: 8.74 kcal/mol

Results of the Mulliken charge analysis, in e, for atoms 1 through 6:
1 Ru -0.12
2 C -0.88
3 C -0.08
4 C -0.44
5 C -0.39
6 C -0.58

=====

> charge of number 2 (C36H43GeNO6PRuS)?

0

=====

> What is the molecular weight in the fourth record?

549.5 g mol⁻¹